C24H24IrNO2S2 | the ωB97M-V functional and the def2-TZVPD basis

Structure (XYZ):
```
54
Properties=species:S:1:pos:R:3:forces:R:3
Ir -0.338723 1.476762 -0.513330 -0.137 0.176 -0.021
S 1.287595 1.248801 1.058317 0.026 -0.011 0.020
S -1.924610 1.491750 1.242355 -0.049 -0.019 -0.034
O 0.195178 -1.565033 -2.135818 -0.321 0.188 0.222
O -1.406621 -0.368209 -1.053042 0.169 -0.559 0.074
N 0.582719 2.663802 -1.501427 0.142 0.068 -0.097
C -1.511393 -3.019663 0.418590 0.006 0.000 -0.034
C 1.236323 4.890601 0.156196 0.003 0.003 0.008
C -3.258232 -6.411549 0.376964 0.012 0.001 0.002
C -1.518619 1.629809 3.951425 -0.005 0.004 0.001
C -1.471859 -2.723525 -0.944862 -0.095 0.022 -0.089
C -2.604575 -4.789841 -1.436656 0.009 0.018 -0.004
C -2.013464 -3.610642 -1.877778 0.002 0.001 0.006
C 2.210052 4.335591 -0.838526 0.024 -0.015 -0.016
C -0.946221 -2.059607 1.424446 0.043 0.006 0.058
C -0.931824 1.531573 2.685272 0.012 0.016 0.016
C -0.811426 -1.442069 -1.431229 0.252 0.249 -0.131
C 1.228433 1.525510 3.772366 0.000 0.001 0.021
C 0.630977 1.629803 5.019596 0.016 0.000 -0.025
C 2.373712 1.417626 -3.282006 0.007 -0.006 -0.017
C 3.456821 4.908920 -1.040653 -0.034 -0.003 0.021
C -2.646031 -5.113190 -0.085494 -0.011 0.005 0.013
C 3.995990 3.256863 -2.686440 -0.010 -0.019 -0.010
C 4.359366 4.386852 -1.961119 -0.002 -0.003 -0.005
C -2.091981 -4.220879 0.822341 -0.010 -0.009 0.033
C -1.954066 -3.288279 -3.347902 -0.049 -0.021 -0.029
C 1.842516 3.189925 -1.584413 -0.047 -0.057 0.026
C 0.470694 1.459983 2.599106 0.026 -0.011 -0.028
C -0.757501 1.677280 5.110154 -0.021 0.000 -0.014
C 2.762011 2.647026 -2.514312 0.044 0.025 0.025
H -1.244280 1.755555 6.076860 -0.001 -0.001 -0.003
H 1.041029 4.161463 0.947205 0.002 -0.010 0.004
H 1.504008 1.612599 -3.916607 0.004 -0.005 0.008
H -3.039053 -5.470742 -2.165001 0.002 0.002 0.002
H 3.726957 5.785235 -0.456825 0.000 0.000 0.000
H -2.417352 -2.321249 -3.557112 0.019 0.002 0.028
H 0.269364 5.083605 -0.316365 0.007 -0.004 0.001
H 1.244136 1.675366 5.913586 0.001 0.000 -0.002
H 2.309790 1.488136 3.686018 -0.005 -0.001 0.007
H 1.616823 5.814482 0.600145 -0.002 -0.006 0.001
H -0.922483 -2.504397 2.421453 -0.020 -0.008 -0.003
H -2.601734 1.670008 4.008994 0.006 -0.001 0.007
H -3.491596 -6.377019 1.442366 0.001 0.003 -0.001
H -2.469413 -4.050271 -3.937401 0.013 -0.016 0.020
H 3.201566 1.077568 -3.910118 -0.004 0.002 -0.002
H -1.535292 -1.139420 1.453153 -0.004 -0.021 0.010
H -2.578189 -7.253324 0.215574 0.000 0.000 0.001
H -4.181645 -6.631139 -0.163804 0.001 0.003 -0.004
H 4.694015 2.824655 -3.399063 0.003 0.004 0.001
H -2.118721 -4.455962 1.883319 -0.001 0.002 -0.007
H 0.067341 -1.747260 1.161213 -0.013 0.006 -0.033
H -0.916653 -3.208996 -3.671348 -0.004 -0.008 -0.024
H 5.331408 4.846264 -2.103153 0.000 -0.002 0.000
H 2.064733 0.608855 -2.615211 -0.004 0.013 -0.001
```
Forces are in eV/Å.

Total energy in hartree: -2034.970973
Net charge: -2
LUMO level in eV: 4.48
2S+1: 1
ΔE to the lowest compared entry with this formula, charge and spin in kcal/mol: 5.4

C24H24N2O3 | the ωB97M-V functional and the def2-TZVPD basis

Structure (XYZ):
```
53
Properties=species:S:1:pos:R:3:forces:R:3
O 0.522902 0.087786 -2.113449 0.059 -0.033 -0.160
O -0.584012 -2.757083 3.457039 -0.027 0.239 0.078
O -1.811152 -5.608234 1.754192 0.126 -0.280 -0.208
N 1.455561 1.595758 -0.666073 0.175 0.267 0.437
N -2.856203 -3.681572 2.339103 -0.309 0.248 0.268
C -1.846286 -4.570482 2.377701 0.177 0.282 0.461
C -3.005821 -0.442694 -0.518899 -0.017 0.088 0.031
C -3.483858 -1.335232 0.423367 -0.024 -0.084 -0.035
C 0.385825 -1.761312 0.048412 0.065 0.313 -0.040
C -2.352256 -2.272240 -1.917518 0.002 0.026 -0.087
C 2.733797 3.616666 -0.944167 -0.048 -0.110 0.003
C 0.795587 0.445595 -0.985088 -0.029 -0.120 0.197
C 1.590278 2.648497 -2.853506 -0.123 -0.138 -0.113
C -0.236355 -2.044684 2.344148 0.097 0.327 -0.138
C -2.824008 -3.166200 -0.972379 -0.089 -0.023 0.036
C 0.128097 0.162182 1.450623 0.058 -0.111 -0.105
C -2.442409 -0.909453 -1.694076 -0.019 0.025 -0.106
C -0.724536 -4.157265 3.343561 0.085 -0.363 -0.119
C 2.052568 3.678658 -3.647800 0.059 0.070 0.101
C 2.839718 4.674318 -3.103229 0.003 0.014 -0.050
C 3.185996 4.656013 -1.757194 -0.068 -0.043 -0.132
C 4.043282 5.764930 -1.216054 -0.026 -0.055 0.010
C -0.208629 -0.658451 2.504585 -0.031 -0.239 0.182
C 1.925588 2.613986 -1.504844 0.058 0.266 -0.384
C 3.094827 3.551322 0.516801 -0.036 0.016 -0.202
C -3.401682 -2.704436 0.201697 -0.106 -0.088 0.001
C -3.843106 -3.669060 1.274418 0.016 -0.057 -0.130
C 0.443146 -0.381354 0.206847 -0.092 -0.254 0.073
C 0.057421 -2.593722 1.100380 -0.032 -0.173 0.277
H -3.928833 -0.966298 1.338035 -0.062 0.055 0.105
H -2.734714 -2.815080 2.844290 0.123 -0.137 -0.046
H -3.904503 -4.686294 0.884054 -0.102 0.120 0.050
H 1.687773 1.712858 0.308143 -0.057 -0.151 -0.148
H 3.194437 5.480049 -3.729203 0.048 0.091 -0.043
H 3.565389 2.596928 0.758053 0.027 -0.050 0.102
H -2.056730 -0.217372 -2.425438 0.045 0.055 -0.053
H 0.022448 -3.658541 0.936042 0.004 -0.142 -0.016
H 3.792727 4.336539 0.783366 0.027 0.016 0.083
H 3.537577 6.291565 -0.407681 0.050 0.075 0.081
H 1.793075 3.704411 -4.695269 -0.031 -0.010 -0.092
H -4.808734 -3.377674 1.697048 0.059 -0.088 -0.080
H -1.904396 -2.637798 -2.828986 0.058 -0.037 -0.097
H -0.460107 -0.248776 3.470665 -0.039 0.050 0.104
H 0.208901 -4.637611 3.029093 -0.157 0.051 -0.036
H 4.264084 6.482904 -2.001590 0.028 0.051 -0.012
H 0.605491 -2.176902 -0.922650 -0.009 -0.043 -0.095
H 0.104605 1.232675 1.599098 0.005 0.100 0.010
H 4.988819 5.378640 -0.836671 0.077 0.055 0.074
H -2.741907 -4.230111 -1.140324 0.007 -0.133 -0.015
H -0.972205 -4.504842 4.350707 0.042 -0.001 -0.157
H -3.073169 0.619793 -0.334986 -0.006 0.100 0.005
H 2.208231 3.672196 1.142480 -0.029 -0.017 0.138
H 0.977458 1.866505 -3.266876 -0.010 -0.018 -0.008
```
Forces are in eV/Å.

Total energy in hartree: -1264.239267
SMILES: Cc1cccc(NC(=O)c2ccc(OCC(=O)NCc3ccccc3)cc2)c1C
Net charge: 0
LUMO level in eV: 0.59
2S+1: 1
ΔE to the lowest compared entry with this formula, charge and spin in kcal/mol: 22.8